No. 1
{"formula": "C3H6N2O", "method": "ωB97M-V/def2-TZVPD", "species": ["C", "C", "N", "N", "C", "O", "H", "H", "H", "H", "H", "H"], "xyz": [[-1.8179, 0.9321, 0.7164], [0.2263, -0.0517, 0.1660], [-0.8286, 0.5937, -0.2983], [1.1361, -0.5415, -0.7156], [2.1937, -1.2265, -0.1140], [3.1072, -1.7453, -0.7024], [-2.2666, 1.9152, 0.5589], [-1.2665, 0.9233, 1.6572], [-2.5963, 0.1643, 0.7676], [-1.0722, 0.7468, -1.2789], [1.1381, -0.4944, -1.7359], [2.0467, -1.2160, 0.9789]], "atomic_forces_ev_per_a": [[-0.2, 0.1, 0.1], [-0.1, 0.1, -0.3], [0.2, -0.2, 0.1], [0.1, 0.0, 0.2], [0.3, -0.2, -0.1], [-0.3, 0.2, 0.0], [0.1, -0.1, -0.1], [-0.3, 0.1, -0.1], [0.0, 0.2, -0.1], [0.2, -0.1, 0.2], [-0.1, 0.1, 0.2], [0.2, -0.1, -0.2]], "spin_multiplicity": 1, "e_above_lowest_kcal_mol": 47.1, "total_charge": 0, "max_force_ev_per_a": 0.4}

***

No. 2
{"formula": "C3H6N2O", "method": "ωB97M-V/def2-TZVPD", "species": ["C", "C", "O", "N", "C", "N", "H", "H", "H", "H", "H", "H"], "xyz": [[-1.8798, 1.1678, -0.1023], [-0.7918, -0.5451, 0.7064], [-0.6907, 0.8049, 0.6048], [0.3763, -1.0948, 0.3520], [1.6040, -0.5171, 0.0003], [2.5117, -1.2766, -0.4484], [-1.7376, 2.1920, -0.4371], [-1.9867, 0.5137, -0.9747], [-2.7630, 1.0439, 0.5284], [0.3354, -2.0946, 0.2224], [1.6604, 0.5558, 0.1822], [3.3618, -0.7500, -0.6341]], "atomic_forces_ev_per_a": [[-0.4, 0.4, -0.2], [0.5, -0.1, -0.2], [-0.1, -0.5, -0.2], [-0.2, -0.3, 0.2], [0.2, 0.0, 0.0], [-0.1, 0.3, 0.1], [-0.1, 0.1, 0.1], [-0.1, 0.3, 0.1], [0.1, 0.1, 0.0], [0.2, -0.1, 0.3], [0.0, -0.1, -0.1], [-0.1, 0.0, 0.0]], "spin_multiplicity": 1, "e_above_lowest_kcal_mol": 76.4, "total_charge": 0, "max_force_ev_per_a": 0.6}

***

No. 3
{"formula": "C3H6N2O", "method": "ωB97M-V/def2-TZVPD", "species": ["N", "C", "N", "H", "H", "C", "C", "O", "H", "H", "H", "H"], "xyz": [[2.5234, -0.3213, -0.1367], [1.7857, 0.2127, -0.9580], [1.1511, 0.8953, -1.7530], [2.0894, -0.8972, 0.5747], [0.8484, 0.4456, -2.6089], [-0.9473, 0.2045, 1.2386], [-1.5171, -0.3658, -0.0308], [-0.9254, -1.1276, -0.7596], [0.1396, 0.1013, 1.2512], [-1.3672, -0.3442, 2.0912], [-1.2230, 1.2566, 1.3568], [-2.5578, -0.0598, -0.2655]], "atomic_forces_ev_per_a": [[-0.3, 0.2, -0.4], [0.1, 0.0, 0.0], [0.3, -0.3, 0.4], [0.0, 0.0, -0.1], [0.0, 0.0, 0.0], [0.1, 0.0, 0.0], [0.2, -0.2, -0.1], [-0.3, 0.3, 0.3], [-0.2, 0.0, 0.0], [0.0, 0.1, -0.1], [0.0, -0.1, -0.1], [0.1, -0.1, 0.0]], "spin_multiplicity": 1, "e_above_lowest_kcal_mol": 41.5, "total_charge": 0, "smiles": "N=C=N.CC=O", "max_force_ev_per_a": 0.6}

***

No. 4
{"formula": "C3H6N2O", "method": "ωB97M-V/def2-TZVPD", "species": ["N", "C", "C", "O", "C", "N", "H", "H", "H", "H", "H", "H"], "xyz": [[0.3770, 1.0626, -2.8440], [-0.1035, 0.6095, -1.8949], [-0.5900, -0.0035, -0.6375], [-1.3871, 0.8966, 0.0864], [0.6690, -0.5090, 0.1482], [0.5820, -0.4733, 1.5892], [-1.2143, -0.8645, -0.9062], [-0.8917, 1.1502, 0.8738], [1.5426, 0.0791, -0.1519], [0.8400, -1.5408, -0.1735], [0.6151, 0.4618, 1.9803], [-0.2248, -0.9646, 1.9574]], "atomic_forces_ev_per_a": [[-0.5, -0.4, 0.8], [0.4, 0.3, -0.8], [0.1, -0.2, -0.1], [0.0, 0.1, 0.0], [0.1, 0.0, -0.1], [-0.2, 0.0, 0.1], [0.0, 0.2, 0.0], [-0.1, 0.1, 0.0], [-0.2, -0.1, 0.0], [0.1, 0.2, 0.0], [0.1, -0.2, 0.0], [0.1, 0.1, 0.0]], "spin_multiplicity": 1, "e_above_lowest_kcal_mol": 38.1, "total_charge": 0, "smiles": "N#C[C@H](O)CN", "max_force_ev_per_a": 1.1}

***

No. 5
{"formula": "C3H6N2O", "method": "ωB97M-V/def2-TZVPD", "species": ["N", "C", "C", "O", "C", "N", "H", "H", "H", "H", "H", "H"], "xyz": [[-0.0071, 1.2237, 1.2538], [-0.4794, 0.0880, 0.4925], [-0.8894, 0.3240, -0.9695], [0.0391, -0.7030, -1.4142], [0.5139, -0.8735, -0.1355], [1.4655, -1.5580, 0.3105], [0.6734, 0.8997, 1.9366], [0.4896, 1.8699, 0.6484], [-1.2440, -0.4465, 1.0664], [-1.9153, 0.0799, -1.2521], [-0.6044, 1.3024, -1.3706], [1.9392, -2.0686, -0.4353]], "atomic_forces_ev_per_a": [[0.2, 0.0, -0.1], [-0.2, -0.1, 0.0], [-0.3, 0.3, 0.0], [0.1, -0.1, 0.0], [0.4, -0.2, 0.3], [-0.3, 0.2, -0.3], [-0.2, 0.1, 0.0], [0.0, -0.1, 0.0], [0.1, 0.0, -0.1], [0.1, 0.0, 0.1], [0.0, -0.1, 0.1], [0.0, 0.0, 0.0]], "spin_multiplicity": 1, "e_above_lowest_kcal_mol": 40.9, "total_charge": 0, "max_force_ev_per_a": 0.5}

***

No. 6
{"formula": "C3H6N2O", "method": "ωB97M-V/def2-TZVPD", "species": ["H", "N", "C", "C", "O", "N", "C", "H", "H", "H", "H", "H"], "xyz": [[0.1685, -0.5445, -2.0523], [0.8246, 0.1145, -1.6282], [0.7349, 0.1044, -0.3542], [1.6712, 1.0249, 0.3865], [1.6361, 1.1468, 1.5892], [-0.1305, -0.5722, 0.4684], [-1.5499, -0.6233, 0.1554], [2.3523, 1.6013, -0.2628], [0.0833, -0.3921, 1.4407], [-1.8037, 0.1481, -0.5826], [-2.1138, -0.4125, 1.0682], [-1.8729, -1.5954, -0.2284]], "atomic_forces_ev_per_a": [[0.0, 0.1, 0.0], [-0.2, -0.1, 0.3], [-0.1, 0.0, -0.1], [0.1, 0.1, 0.4], [0.1, -0.1, -0.5], [0.1, 0.2, 0.0], [-0.2, -0.1, -0.1], [0.0, -0.1, 0.1], [-0.1, 0.1, -0.1], [0.0, -0.2, 0.1], [0.0, -0.1, -0.2], [0.1, 0.1, 0.0]], "spin_multiplicity": 1, "e_above_lowest_kcal_mol": 32.7, "total_charge": 0, "smiles": "[H]/N=C(/C=O)NC", "max_force_ev_per_a": 0.6}

***

No. 7
{"formula": "C3H6N2O", "method": "ωB97M-V/def2-TZVPD", "species": ["N", "C", "N", "C", "C", "O", "H", "H", "H", "H", "H", "H"], "xyz": [[-1.4388, -0.1317, 1.7094], [-0.5582, -0.1034, 0.6653], [-0.8539, -0.6562, -0.4493], [0.1240, -0.1401, -1.4005], [1.3274, -0.0163, -0.4856], [0.6565, 0.4890, 0.7742], [-2.3480, -0.4382, 1.3887], [-1.4242, 0.5322, 2.4649], [0.1934, -0.8069, -2.2675], [-0.1877, 0.8544, -1.7619], [1.7609, -1.0272, -0.3602], [2.0979, 0.7269, -0.6545]], "atomic_forces_ev_per_a": [[0.1, -0.1, 0.1], [-0.4, -0.4, -0.4], [-0.7, 0.4, -0.1], [0.1, 0.0, -0.1], [-0.1, 0.3, 0.5], [0.2, -0.9, -0.6], [0.2, 0.2, 0.2], [0.3, 0.0, -0.2], [0.4, 0.1, 0.3], [0.0, -0.2, 0.0], [-0.2, 0.6, 0.6], [0.0, 0.0, -0.4]], "spin_multiplicity": 1, "e_above_lowest_kcal_mol": 27.3, "total_charge": 0, "smiles": "NC1=NCCO1", "max_force_ev_per_a": 1.1}

***

No. 8
{"formula": "C3H6N2O", "method": "ωB97M-V/def2-TZVPD", "species": ["N", "C", "C", "O", "C", "N", "H", "H", "H", "H", "H", "H"], "xyz": [[1.0816, 1.4650, -0.3099], [1.5771, 0.2421, -0.3718], [-0.6683, -0.9568, 0.7413], [-1.2791, 0.2402, 1.1397], [-1.1329, -1.4107, -0.5905], [-1.4627, -1.7412, -1.6498], [1.3716, 2.0680, 0.4512], [0.5533, 1.9344, -1.0431], [1.1748, -0.2174, -1.2973], [0.4343, -0.8571, 0.7041], [-0.8836, -1.7272, 1.4819], [-0.7662, 0.9605, 0.7442]], "atomic_forces_ev_per_a": [[0.4, 0.0, -0.1], [-0.1, 0.4, -0.2], [0.0, -0.3, 0.0], [0.1, 0.2, 0.0], [-0.3, -0.3, -0.9], [0.3, 0.4, 1.1], [0.0, 0.0, -0.1], [0.0, -0.1, 0.0], [0.1, 0.1, 0.1], [-0.3, -0.2, 0.1], [-0.1, 0.0, -0.1], [-0.2, -0.1, 0.1]], "spin_multiplicity": 1, "e_above_lowest_kcal_mol": 92.2, "total_charge": 0, "max_force_ev_per_a": 1.2}

***

Gap between HOMO and LUMO across the listed records, respectively: 9.88, 9.61, 11.14, 10.78, 10.73, 9.77, 9.70, 9.63 eV.